DFT (ωB97M-V/def2-TZVPD) results for 3 unconnected molecules or ions with the total composition C6H10O2.

Element x y z (Å)
1 C 1.845639 -1.515602 -0.211922
2 C 1.313815 -1.887771 0.990669
3 C 1.164434 -0.956101 2.028706
4 C 1.658776 0.366515 1.920777
5 C 2.151528 0.754469 0.722947
6 C 2.266881 -0.147576 -0.343223
7 H 1.959875 -2.182292 -1.047774
8 H 0.909502 -2.870880 1.212267
9 H 0.748955 -1.319434 2.960925
10 H 1.551976 0.997181 2.796931
11 H 2.453751 1.786827 0.560384
12 H 2.602466 0.164254 -1.329178
13 H -5.058473 -0.261230 -2.183577
14 H -3.785070 0.571960 -1.774354
15 O -4.422510 -0.121671 -1.473131
16 H -1.732872 2.064560 -1.317808
17 H -3.115392 2.642856 -1.675304
18 O -2.513282 1.913934 -1.837335

Atoms 1-3, force components in eV/Å:
C 0.05 0.38 0.73
C -0.52 -0.74 -0.48
C 0.54 -0.32 0.46

The total charge is +1. For the strongest force on any atom, the calculation gives 1.55 eV Å⁻¹. The energy comes out at -10469.82400 eV. For the molecular weight, the calculation gives 114.14 g mol⁻¹. Its spin multiplicity is 2. The expectation value of S² is 0.768. Its energy above the lowest of the compared OMol25 structures with the same formula, charge and spin is 0.00 kJ/mol.

Atomic partial charges in e from the Mulliken method, atoms 1 to 4:
1. C -0.271
2. C -0.303
3. C -0.100
4. C -0.302

***

DFT (ωB97M-V/def2-TZVPD) results for 2 unconnected molecules or ions with the total composition C4H7Cl2N.

Element x y z (Å)
1 C -1.240504 -0.716907 -1.222849
2 C -0.148297 -1.312136 -0.407486
3 C -0.740825 0.016337 -0.026791
4 C 0.101393 1.216303 -0.070178
5 N 1.850415 0.867116 1.844584
6 Cl 1.155339 1.308334 -1.353125
7 Cl -0.424095 2.650951 0.530614
8 H -1.280610 -0.273041 -2.142232
9 H -2.224399 -0.962108 -0.884775
10 H -0.405606 -2.147677 0.200465
11 H 0.896813 -1.239246 -0.768738
12 H -1.489821 0.005288 0.756878
13 H 1.445587 0.072212 2.333169
14 H 2.504610 0.514573 1.210464

Atoms 1-3, force components in eV/Å:
C -0.92 -0.44 1.91
C 0.73 0.59 -0.85
C 0.26 0.55 1.42

For the strongest force on any atom, the calculation gives 3.25 eV Å⁻¹. The energy comes out at -30791.46491 eV. For the molecular weight, the calculation gives 140.01 g mol⁻¹. Its energy above the lowest of the compared OMol25 structures with the same formula, charge and spin is 454.08 kJ/mol.

Atomic partial charges in e from the Mulliken method, atoms 1 to 4:
1. C -0.513
2. C -0.512
3. C -0.223
4. C 0.242

***

DFT (ωB97M-V/def2-TZVPD) results for a single C3H6N2O2 molecule.

Element x y z (Å)
1 C -1.049088 -0.872784 1.119347
2 C -0.303644 0.137085 0.227366
3 C 1.786258 -1.048783 -0.375584
4 H -2.121683 -0.440660 0.908260
5 H -1.113202 -1.914202 0.764630
6 H -0.771077 -0.764100 2.200372
7 H 2.881174 -0.848400 -0.028345
8 H 0.618373 2.006120 -1.256389
9 H -0.907440 2.808045 -1.021615
10 N -0.961988 1.034240 -0.352319
11 N -0.437709 1.880166 -1.157696
12 O 1.079606 0.000041 0.029553
13 O 1.300419 -1.976769 -1.057579

Atoms 1-3, force components in eV/Å:
C -1.85 1.88 -0.71
C -0.54 -2.76 0.11
C -0.95 -2.48 -2.08

For the strongest force on any atom, the calculation gives 5.78 eV Å⁻¹. The energy comes out at -10281.39108 eV. For the molecular weight, the calculation gives 102.09 g mol⁻¹. As for the structure (SMILES): C/C(=N/N)OC=O. Its energy above the lowest of the compared OMol25 structures with the same formula, charge and spin is 328.67 kJ/mol.

Atomic partial charges in e from the Mulliken method, atoms 1 to 4:
1. C -0.841
2. C 0.612
3. C 0.240
4. H 0.262

***

DFT (ωB97M-V/def2-TZVPD) results for a single C4H6 molecule.

Element x y z (Å)
1 C -0.757402 -0.357903 -1.054310
2 C 0.527905 -0.421154 -0.190558
3 C 0.367897 0.166136 1.139528
4 C 0.349266 0.976068 2.029739
5 H -0.620705 0.291059 -1.923662
6 H -1.602098 0.035823 -0.479731
7 H -1.053072 -1.345942 -1.423312
8 H 0.971250 -1.420475 -0.205088
9 H 1.327668 0.243568 -0.535217
10 H 0.489291 1.832822 2.642611

Atoms 1-3, force components in eV/Å:
C -0.03 0.01 -0.04
C 0.13 0.05 -0.02
C -0.04 0.48 0.37

For the strongest force on any atom, the calculation gives 0.78 eV Å⁻¹. The energy comes out at -4242.94813 eV. For the molecular weight, the calculation gives 54.09 g mol⁻¹. As for the structure (SMILES): C#CCC. Its energy above the lowest of the compared OMol25 structures with the same formula, charge and spin is 97.70 kJ/mol.

Atomic partial charges in e from the Mulliken method, atoms 1 to 4:
1. C -0.965
2. C -0.185
3. C -0.484
4. C -0.126

***

DFT (ωB97M-V/def2-TZVPD) results for 2 unconnected molecules or ions with the total composition C2H4N4.

Element x y z (Å)
1 C 0.882872 -1.435679 -0.215475
2 N -0.654733 0.153960 -0.064044
3 C -1.681690 0.395102 0.506888
4 N -0.182603 3.123744 0.395011
5 N 0.881834 2.894044 0.225506
6 N 0.482561 -0.046931 -0.486662
7 H 0.656189 -1.703367 0.826644
8 H 1.953549 -1.533446 -0.403089
9 H 0.335063 -2.117925 -0.877926
10 H -2.673041 0.270498 0.093148

Atoms 1-3, force components in eV/Å:
C 0.13 -0.20 0.00
N -0.20 -0.06 0.13
C 0.42 -0.11 -0.28

For the strongest force on any atom, the calculation gives 1.85 eV Å⁻¹. The energy comes out at -8096.85761 eV. For the molecular weight, the calculation gives 84.08 g mol⁻¹. Its energy above the lowest of the compared OMol25 structures with the same formula, charge and spin is 237.01 kJ/mol.

Atomic partial charges in e from the Mulliken method, atoms 1 to 4:
1. C -0.675
2. N 0.430
3. C -0.151
4. N 0.010

***

DFT (ωB97M-V/def2-TZVPD) results for a single C31H40O2 molecule.

Element x y z (Å)
1 C -6.108369 0.356153 -1.348286
2 C -4.864538 -0.234797 -0.751878
3 C -3.871207 -0.675283 -1.514488
4 C -2.593368 -1.296961 -1.046360
5 H -2.670890 -1.605105 -0.004320
6 H -2.390659 -2.186337 -1.649214
7 C -1.398362 -0.337047 -1.188874
8 C -1.486728 0.818701 -0.225281
9 C -1.088214 0.662193 1.032564
10 C -1.030070 1.695454 2.111089
11 H -1.358253 1.254387 3.056267
12 H -1.682596 2.539369 1.888182
13 C 0.417593 2.203759 2.284546
14 C 0.912780 2.837118 1.010687
15 C 1.473095 2.073241 0.081007
16 C 1.960278 2.448552 -1.282631
17 H 1.488614 1.770495 -2.000196
18 H 1.679701 3.468113 -1.547863
19 C 3.489929 2.300204 -1.405285
20 C 3.948036 0.975685 -0.845641
21 C 3.714483 -0.142373 -1.524021
22 C 4.017380 -1.551829 -1.085632
23 C 2.752383 -2.149387 -0.532285
24 C 1.810459 -2.733424 -1.304982
25 C 0.560070 -3.285538 -0.732772
26 O -0.227938 -3.924024 -1.408204
27 C 0.303458 -3.006380 0.696264
28 C -0.918686 -3.363910 1.256928
29 C -1.191668 -3.072776 2.582162
30 C -0.240064 -2.434816 3.363513
31 C 0.989575 -2.101456 2.822653
32 C 1.269379 -2.380507 1.488564
33 C 2.594853 -2.037736 0.934392
34 O 3.513834 -1.697097 1.658867
35 H 1.749954 -1.617823 3.417948
36 H -0.454889 -2.202537 4.395958
37 H -2.147521 -3.341826 3.006471
38 H -1.642448 -3.866978 0.633478
39 C 1.956862 -2.898443 -2.784689
40 H 1.130175 -3.496641 -3.161092
41 H 2.895055 -3.392874 -3.032221
42 H 1.943725 -1.930803 -3.282814
43 H 4.779138 -1.557691 -0.307387
44 H 4.374548 -2.130453 -1.938537
45 H 3.210292 -0.069111 -2.479074
46 C 4.625157 1.055484 0.487518
47 H 5.663103 1.364485 0.355160
48 H 4.609418 0.111194 1.021125
49 H 4.129136 1.804271 1.103012
50 H 3.766145 2.387781 -2.458890
51 H 3.970937 3.112757 -0.859300
52 H 1.605226 1.021884 0.305261
53 C 0.659731 4.309693 0.897966
54 H 0.893671 4.694700 -0.089410
55 H -0.384806 4.527723 1.116322
56 H 1.268064 4.845418 1.627748
57 H 1.051491 1.354972 2.549036
58 H 0.445295 2.925007 3.103803
59 H -0.686958 -0.300941 1.324427
60 C -2.055845 2.077389 -0.802992
61 H -2.933802 1.840612 -1.401730
62 H -1.317570 2.549054 -1.451593
63 H -2.339143 2.791553 -0.036664
64 H -0.480492 -0.900431 -0.999832
65 H -1.360751 0.037328 -2.213564
66 H -3.957662 -0.581047 -2.590455
67 C -4.857470 -0.296200 0.750101
68 H -5.219560 -1.267404 1.089718
69 H -5.515056 0.467379 1.159476
70 H -3.858474 -0.141443 1.148567
71 H -6.087359 0.312115 -2.434333
72 H -6.986761 -0.182693 -0.993858
73 H -6.214869 1.397921 -1.044168

Atoms 1-3, force components in eV/Å:
C 0.17 -0.06 -0.07
C -0.16 0.04 -0.09
C 0.04 -0.11 0.07

For the strongest force on any atom, the calculation gives 0.58 eV Å⁻¹. The energy comes out at -36890.24902 eV. For the molecular weight, the calculation gives 444.66 g mol⁻¹. As for the structure (SMILES): CC(C)=CCC/C(C)=C/CC/C(C)=C/CC/C(C)=C/CC1=C(C)C(=O)c2ccccc2C1=O. Its energy above the lowest of the compared OMol25 structures with the same formula, charge and spin is 11.63 kJ/mol.

Atomic partial charges in e from the Mulliken method, atoms 1 to 4:
1. C -1.655
2. C 1.248
3. C -1.187
4. C 0.423

***

The lowest strongest force on any atom belongs to which entry?
C31H40O2

***

Among the records above, which one has the highest strongest force on any atom?
C3H6N2O2

***

Among the records above, which one has the highest energy?
C4H6

***

Which value of strongest force on any atom does entry 1 give?
1.55 eV Å⁻¹